C5H13N2O | ωB97M-V/def2-TZVPD

Values from the calculation:
Multiplicity: 1
Total energy (eV): -10405.458
Energy above the lowest of the compared OMol25 structures with the same formula, charge and spin (kJ/mol): 1229.0
LUMO energy (eV): -7.97
Frontier orbital gap (eV): 4.10
HOMO level (eV): -12.071
Charge: +1

Last column: Löwdin charge in e.
Atoms and positions in Å:
O: -1.90 2.05 -0.97  -0.152
N: 2.22 -2.29 0.01  0.192
N: -0.57 3.42 0.68  0.029
C: -0.03 -0.17 0.51  -0.162
C: 1.53 -1.88 1.25  0.017
C: 0.16 -1.43 1.20  0.002
C: -0.51 -0.27 -1.01  -0.046
C: -0.38 -1.32 -1.81  0.061
H: -0.53 4.27 1.23  0.028
H: -0.72 0.50 1.00  0.117
H: 3.11 -2.75 0.19  0.128
H: 2.30 -1.46 1.90  0.165
H: 0.91 0.40 0.33  0.144
H: -0.76 3.66 -0.29  0.005
H: -0.70 -1.42 -2.85  0.093
H: -2.65 2.04 -1.60  0.030
H: -0.74 -1.90 1.57  0.145
H: -1.09 0.73 -1.25  0.096
H: 0.23 -2.10 -1.37  0.038
H: -1.29 2.79 0.98  -0.010
H: 1.40 -2.85 0.31  0.079